This record from the Open Molecules 2025 dataset describes C51H45N7O2S3Se3SnTe as an isolated structure at a distorted geometry. The level of theory is ωB97M-V/def2-TZVPD.

Element x y z (Å)
Sn (0.3260, 2.0728, -0.7530)
Se (-0.7437, 3.7248, 3.0236)
Se (-0.6827, 5.8756, 3.5263)
Te (0.0129, 7.3712, 1.6555)
Se (0.4316, 5.9980, -0.2523)
S (-4.3831, 4.8198, -6.5256)
N (-3.0589, 3.9060, -6.5565)
C (-2.6101, 3.7506, -5.3179)
C (-1.4351, 3.0409, -4.9111)
C (-0.5675, 2.4277, -5.8221)
C (0.5625, 1.8007, -5.3437)
C (0.7889, 1.7873, -3.9709)
N (-0.0239, 2.3658, -3.1014)
C (-1.1280, 2.9937, -3.5344)
C (-2.0046, 3.6183, -2.5586)
N (-1.7121, 3.4650, -1.2637)
C (-2.5132, 3.9760, -0.3521)
C (-3.6372, 4.7349, -0.6636)
C (-3.9503, 4.9391, -1.9884)
C (-3.1416, 4.3479, -2.9656)
C (-3.4295, 4.4234, -4.3640)
N (-4.4452, 5.0559, -4.9349)
H (-0.8064, 2.4608, -6.8737)
H (1.2653, 1.3370, -6.0185)
H (1.6392, 1.2679, -3.5420)
H (-2.2435, 3.7729, 0.6783)
H (-4.2496, 5.1476, 0.1217)
H (-4.8103, 5.5130, -2.2982)
C (-7.1351, -3.5027, -1.1753)
C (-5.8319, -2.7731, -1.1638)
C (-4.6997, -3.2851, -1.7911)
C (-3.4954, -2.6098, -1.7241)
C (-3.4161, -1.4128, -1.0295)
C (-4.5329, -0.8751, -0.4131)
C (-5.7297, -1.5593, -0.4839)
S (-1.7443, -0.7692, -0.8388)
O (-1.7195, 0.6973, -1.1582)
C (-1.7471, -0.7698, 0.9671)
C (-2.1567, 0.3415, 1.7106)
C (-1.9995, 0.3363, 3.0716)
C (-1.3761, -0.7487, 3.7251)
C (-1.1808, -0.7782, 5.1212)
C (-0.5001, -1.8081, 5.7096)
C (0.0483, -2.8417, 4.9287)
C (-0.1541, -2.8651, 3.5781)
C (-0.8989, -1.8434, 2.9530)
C (-1.1356, -1.8481, 1.5592)
C (-0.6465, -2.9242, 0.6759)
C (-1.2441, -4.2075, 0.6675)
C (-2.3133, -4.5423, 1.5261)
C (-2.8735, -5.7885, 1.4766)
C (-2.3936, -6.7472, 0.5708)
C (-1.3616, -6.4508, -0.2750)
C (-0.7591, -5.1736, -0.2555)
C (0.2952, -4.8241, -1.1278)
C (0.8491, -3.5696, -1.1173)
C (0.3692, -2.6223, -0.2073)
S (0.9176, -0.8976, -0.0621)
O (1.1964, -0.3681, -1.4327)
C (2.5166, -1.1589, 0.7137)
C (3.6678, -1.5334, 0.0495)
C (4.8547, -1.6406, 0.7568)
C (4.9014, -1.3845, 2.1230)
C (6.1712, -1.5091, 2.9012)
C (3.7243, -1.0159, 2.7731)
C (2.5412, -0.8951, 2.0743)
H (-7.0961, -4.3880, -1.8037)
H (-7.9372, -2.8536, -1.5242)
H (-7.3898, -3.8140, -0.1626)
H (-4.7490, -4.2224, -2.3233)
H (-2.6090, -3.0141, -2.1907)
H (-4.4654, 0.0567, 0.1267)
H (-6.5994, -1.1607, 0.0173)
H (-2.5992, 1.1875, 1.2018)
H (-2.3374, 1.1759, 3.6630)
H (-1.5801, 0.0333, 5.7100)
H (-0.3780, -1.8371, 6.7811)
H (0.6294, -3.6177, 5.4036)
H (0.2552, -3.6528, 2.9623)
H (-2.6767, -3.8063, 2.2270)
H (-3.6834, -6.0438, 2.1417)
H (-2.8585, -7.7198, 0.5421)
H (-0.9960, -7.1922, -0.9680)
H (0.6624, -5.5694, -1.8168)
H (1.6334, -3.2999, -1.8074)
H (3.6268, -1.7528, -1.0067)
H (5.7550, -1.9379, 0.2379)
H (6.9976, -1.8012, 2.2604)
H (6.0612, -2.2550, 3.6878)
H (6.4212, -0.5659, 3.3862)
H (3.7409, -0.8239, 3.8337)
H (1.6311, -0.5988, 2.5773)
C (5.3016, 1.1994, -1.7728)
N (5.1704, 1.9556, -0.5470)
C (6.3743, 2.6739, -0.1779)
C (3.9491, 2.3204, -0.0714)
N (2.8427, 2.2209, -0.7597)
N (3.9317, 2.8462, 1.1873)
C (2.7301, 3.4871, 1.6369)
C (4.6971, 2.2297, 2.2545)
H (6.2844, 0.7282, -1.7706)
H (5.2406, 1.8411, -2.6599)
H (4.5435, 0.4182, -1.8174)
H (7.1034, 2.0057, 0.2836)
H (6.1379, 3.4815, 0.5085)
H (6.8255, 3.1029, -1.0757)
H (3.0352, 1.9473, -1.7213)
H (2.3833, 4.1867, 0.8748)
H (2.9550, 4.0263, 2.5552)
H (1.9197, 2.7655, 1.8476)
H (5.4222, 1.5255, 1.8602)
H (4.0153, 1.6878, 2.9158)
H (5.2187, 2.9970, 2.8276)

Output
ΔE to the lowest compared entry with this formula, charge and spin	79.6	kJ/mol
total charge	+2

Results of the Löwdin charge analysis, in e, for atoms 1 through 6: 1.37, 0.11, -0.09, 0.44, -0.06, 1.08

---

This record from the Open Molecules 2025 dataset describes C51H47BrCaF9N6O4 as an isolated structure at a distorted geometry. The level of theory is ωB97M-V/def2-TZVPD.

Element x y z (Å)
Ca (0.2850, 0.2670, 0.9241)
C (-5.9795, 4.1324, -0.6436)
C (-5.2531, 4.9622, 0.3736)
C (-5.8192, 6.1115, 0.8924)
C (-5.1494, 6.8864, 1.8251)
C (-3.8896, 6.5013, 2.2472)
C (-3.3029, 5.3529, 1.7478)
C (-3.9745, 4.5707, 0.8083)
N (-3.4607, 3.3986, 0.2829)
C (-2.1664, 2.8506, 0.4037)
N (-1.1966, 3.7610, 0.2045)
C (0.2066, 3.6669, 0.0812)
C (0.8935, 2.4559, 0.2026)
C (2.2740, 2.5466, 0.0356)
C (2.9362, 3.7326, -0.2364)
C (2.2169, 4.9067, -0.3472)
C (0.8415, 4.8919, -0.1925)
C (0.0764, 6.1851, -0.3308)
N (-2.0178, 1.5920, 0.5660)
C (-3.1680, 0.8062, 0.6907)
C (-3.7547, 0.5831, 1.9328)
C (-4.9059, -0.1740, 2.0367)
C (-5.5070, -0.6748, 0.8963)
C (-4.9314, -0.4442, -0.3429)
C (-3.7610, 0.2862, -0.4698)
C (-3.1362, 0.5620, -1.8035)
H (-6.9050, 4.6222, -0.9341)
H (-6.2229, 3.1450, -0.2455)
H (-5.3637, 3.9941, -1.5327)
H (-6.8051, 6.4036, 0.5585)
H (-5.6131, 7.7776, 2.2216)
H (-3.3624, 7.0932, 2.9812)
H (-2.3375, 5.0413, 2.1176)
H (-4.1559, 2.6838, 0.1050)
H (-1.5602, 4.6809, 0.0068)
H (2.8656, 1.6506, 0.1281)
H (4.0107, 3.7357, -0.3601)
H (2.7231, 5.8414, -0.5540)
H (0.7790, 7.0009, -0.4890)
H (-0.4997, 6.4149, 0.5679)
H (-0.6032, 6.1585, -1.1878)
H (-3.2952, 0.9993, 2.8144)
H (-5.3365, -0.3656, 3.0085)
H (-6.4328, -1.2291, 0.9737)
H (-5.4172, -0.8258, -1.2282)
H (-3.7130, 0.0947, -2.5959)
H (-2.1301, 0.1421, -1.8247)
H (-3.0602, 1.6337, -2.0032)
C (-6.1244, -0.7006, -4.0657)
O (-5.5647, -1.8707, -3.5224)
C (-4.2235, -2.1358, -3.7433)
C (-3.5093, -1.7277, -4.8549)
C (-2.1849, -2.1235, -5.0032)
C (-1.5881, -2.9300, -4.0520)
C (-2.2894, -3.3327, -2.9307)
C (-3.6059, -2.9280, -2.7505)
N (-4.4011, -3.3547, -1.7062)
C (-4.0894, -4.0041, -0.5633)
C (-2.9257, -4.0321, 0.1737)
C (-2.8100, -5.0735, 1.1450)
C (-1.7021, -5.2317, 1.9092)
C (-0.6207, -4.3209, 1.7840)
C (-0.7111, -3.2583, 0.9515)
C (-1.8785, -2.9911, 0.1378)
O (-2.0031, -1.9463, -0.5042)
H (-6.2966, -0.7753, -5.1456)
H (-5.4988, 0.1749, -3.8570)
H (-7.0860, -0.5844, -3.5635)
H (-3.9764, -1.1013, -5.6026)
H (-1.6294, -1.8084, -5.8751)
H (-0.5694, -3.2583, -4.1790)
H (-1.8268, -3.9852, -2.2106)
H (-5.3862, -3.1891, -1.8690)
H (-4.9153, -4.6077, -0.1914)
H (-3.6326, -5.7745, 1.2192)
H (-1.6332, -6.0418, 2.6205)
H (0.2685, -4.4787, 2.3800)
H (0.0994, -2.5448, 0.8592)
F (1.9307, -2.0855, 3.4722)
C (3.1285, -1.8820, 2.9467)
F (3.3328, -2.9063, 2.0934)
F (4.0270, -2.0607, 3.9334)
C (3.2225, -0.5160, 2.1805)
O (2.3255, -0.4498, 1.2481)
C (3.1678, 0.6418, 3.2586)
F (2.2679, 1.5727, 2.9545)
F (2.8769, 0.2063, 4.4891)
F (4.3430, 1.2921, 3.3836)
C (4.6698, -0.4803, 1.5754)
F (4.9515, 0.6905, 1.0037)
F (4.8009, -1.3949, 0.6059)
F (5.6660, -0.7324, 2.4456)
Br (-0.7789, -0.3226, 3.3320)
C (4.8476, -3.8765, -1.0797)
N (3.5170, -3.8009, -1.6362)
N (2.8860, -2.5739, -1.7763)
C (1.4999, -2.7231, -1.6337)
O (0.6997, -1.8187, -1.7829)
C (1.3224, -4.1301, -1.3693)
C (2.5460, -4.7133, -1.3281)
C (2.9039, -6.1296, -1.0563)
C (3.5155, -1.4812, -2.3696)
C (3.0467, -0.2013, -2.0909)
C (3.6275, 0.8874, -2.7071)
C (4.6788, 0.7192, -3.5912)
C (5.1550, -0.5514, -3.8601)
C (4.5712, -1.6561, -3.2658)
H (5.3790, -2.9545, -1.2970)
H (5.3746, -4.7169, -1.5339)
H (4.8141, -4.0018, 0.0051)
H (0.3759, -4.6088, -1.2206)
H (1.9998, -6.7307, -1.0281)
H (3.4141, -6.2173, -0.0970)
H (3.5634, -6.5092, -1.8369)
H (2.2188, -0.0793, -1.4141)
H (3.2652, 1.8763, -2.4817)
H (5.1237, 1.5782, -4.0671)
H (5.9801, -0.6809, -4.5465)
H (4.9307, -2.6462, -3.5071)

Output
ΔE to the lowest compared entry with this formula, charge and spin	81.3	kJ/mol
total charge	-1

Results of the Löwdin charge analysis, in e, for atoms 1 through 6: 1.01, -0.04, -0.22, -0.06, -0.11, -0.09

---

This record from the Open Molecules 2025 dataset describes C51H47Cl4F3N3O4P2Tl as an isolated structure. The level of theory is ωB97M-V/def2-TZVPD.

Element x y z (Å)
Tl (-0.7468, 1.3721, -1.4222)
C (-3.6651, -2.6929, 0.3946)
N (-2.7999, -1.8170, -0.3880)
P (-3.3142, -0.8873, -1.7345)
C (-4.4300, -2.0950, -2.5752)
C (-3.9287, -3.3756, -2.8249)
C (-4.6709, -4.3136, -3.5211)
C (-5.9333, -3.9840, -4.0001)
C (-6.4420, -2.7170, -3.7638)
C (-5.7005, -1.7814, -3.0523)
C (-4.5187, 0.3851, -1.2127)
C (-5.4851, 0.2924, -0.2162)
C (-6.3305, 1.3606, 0.0429)
C (-6.2096, 2.5424, -0.6749)
C (-5.2381, 2.6535, -1.6577)
C (-4.4020, 1.5790, -1.9244)
P (-1.0866, -1.8960, -0.2990)
C (-0.8047, -3.7325, -0.3234)
C (-0.8805, -4.5841, 0.7770)
C (-0.6963, -5.9513, 0.6314)
C (-0.4319, -6.4939, -0.6195)
C (-0.3495, -5.6595, -1.7247)
C (-0.5309, -4.2917, -1.5709)
C (-0.6272, -1.5552, 1.4360)
C (0.6989, -1.8215, 1.7856)
C (1.1822, -1.4865, 3.0372)
C (0.3394, -0.8737, 3.9599)
C (-0.9679, -0.5817, 3.6086)
C (-1.4493, -0.9051, 2.3436)
H (-4.7088, -2.4424, 0.2188)
H (-3.4575, -2.5904, 1.4622)
H (-3.5231, -3.7423, 0.1158)
H (-2.9461, -3.6395, -2.4508)
H (-4.2648, -5.3020, -3.6979)
H (-6.5137, -4.7115, -4.5539)
H (-7.4270, -2.4532, -4.1295)
H (-6.1155, -0.7998, -2.8627)
H (-5.5736, -0.6005, 0.3864)
H (-7.0550, 1.2869, 0.8441)
H (-6.8342, 3.3917, -0.4292)
H (-5.0971, 3.5881, -2.1844)
H (-3.6181, 1.6834, -2.6671)
H (-1.0864, -4.1743, 1.7585)
H (-0.7624, -6.5979, 1.4983)
H (-0.2832, -7.5611, -0.7301)
H (-0.1347, -6.0711, -2.7031)
H (-0.4499, -3.6372, -2.4325)
H (1.3632, -2.2759, 1.0587)
H (2.2169, -1.6856, 3.2883)
H (0.7147, -0.5950, 4.9377)
H (-1.6146, -0.0597, 4.3020)
H (-2.4380, -0.5845, 2.0447)
C (4.9027, 2.7894, 3.9290)
C (3.4130, 3.1004, 4.0784)
C (3.2266, 4.6223, 4.0188)
C (2.9442, 2.5811, 5.4436)
C (2.5717, 2.4540, 2.9805)
C (1.1912, 2.6201, 2.9654)
C (0.4424, 2.0257, 1.9626)
N (0.9797, 1.2978, 0.9913)
C (2.2913, 1.1170, 0.9925)
C (3.1181, 1.6788, 1.9648)
C (2.8150, 0.2248, -0.0870)
C (4.1738, 0.1394, -0.4016)
C (4.6043, -0.7208, -1.3991)
C (3.6248, -1.4616, -2.0584)
C (2.2989, -1.3066, -1.6951)
N (1.8967, -0.4974, -0.7232)
C (6.0717, -0.8396, -1.8113)
C (6.5037, -2.3092, -1.7375)
C (6.2319, -0.3322, -3.2499)
C (6.9926, -0.0218, -0.9050)
H (5.4579, 3.2837, 4.7293)
H (5.2935, 3.1519, 2.9773)
H (5.0977, 1.7178, 3.9964)
H (3.8200, 5.1054, 4.7988)
H (2.1833, 4.9023, 4.1598)
H (3.5447, 5.0099, 3.0500)
H (3.5298, 3.0418, 6.2432)
H (3.0664, 1.4982, 5.5046)
H (1.8931, 2.8093, 5.6171)
H (0.6799, 3.2039, 3.7197)
H (-0.6362, 2.1294, 1.9132)
H (4.1769, 1.4834, 1.9451)
H (4.8843, 0.7590, 0.1196)
H (3.8755, -2.1267, -2.8741)
H (1.5127, -1.8386, -2.2186)
H (5.9160, -2.9348, -2.4085)
H (6.3855, -2.6973, -0.7238)
H (7.5543, -2.4036, -2.0234)
H (5.6328, -0.9172, -3.9470)
H (7.2795, -0.3956, -3.5555)
H (5.9027, 0.7016, -3.3327)
H (6.9010, -0.3266, 0.1396)
H (6.7773, 1.0449, -0.9740)
H (8.0296, -0.1725, -1.2122)
Cl (-5.6610, 4.0287, 3.4712)
C (-4.4861, 3.8991, 2.1894)
C (-4.2414, 4.9661, 1.3565)
Cl (-5.1080, 6.4637, 1.5648)
C (-3.2642, 4.8468, 0.3553)
Cl (-2.9138, 6.2070, -0.6795)
C (-2.5402, 3.6668, 0.1145)
O (-1.6372, 3.5802, -0.7840)
C (-2.8538, 2.5006, 0.9565)
O (-2.2538, 1.3822, 0.7388)
C (-3.7719, 2.7011, 1.9948)
Cl (-4.0509, 1.3722, 3.1013)
F (3.3543, 1.5203, -4.3387)
C (2.2398, 2.2976, -4.3924)
F (1.9541, 2.6097, -3.1157)
F (2.6268, 3.4480, -4.9845)
C (1.0956, 1.5613, -5.1722)
O (1.3449, 1.4649, -6.3791)
O (0.1427, 1.1778, -4.4852)

Output
ΔE to the lowest compared entry with this formula, charge and spin	27.4	kJ/mol
total charge	-2

Results of the Löwdin charge analysis, in e, for atoms 1 through 6: 0.90, -0.14, -0.52, 0.97, -0.33, -0.10

---

This record from the Open Molecules 2025 dataset describes C51H48N4O2P2RuS2 as an isolated structure at a distorted geometry. The level of theory is ωB97M-V/def2-TZVPD.

Element x y z (Å)
Ru (-0.0793, -0.1758, 0.2805)
O (-1.7316, -1.1524, -1.1036)
S (-3.1054, -1.7409, -0.8281)
C (-3.0519, -3.5137, -1.3054)
C (-1.6992, -4.1581, -1.0614)
C (-0.7750, -4.0250, -2.2703)
C (0.6309, -4.4969, -1.9488)
S (1.7046, -3.1970, -1.2231)
O (0.8610, -2.3680, -0.2647)
C (1.8525, -2.2303, -2.7366)
C (2.8062, -2.6419, -3.6594)
C (2.9116, -1.9713, -4.8675)
C (2.0622, -0.9081, -5.1449)
C (1.1254, -0.4960, -4.2078)
C (1.0250, -1.1509, -2.9888)
C (-3.1408, -2.0473, 0.9453)
C (-1.9500, -2.1772, 1.6378)
C (-1.9769, -2.6024, 2.9570)
C (-3.1929, -2.8265, 3.5868)
C (-4.3851, -2.6373, 2.8993)
C (-4.3633, -2.2592, 1.5651)
H (-3.3366, -3.5470, -2.3586)
H (-3.8450, -3.9755, -0.7171)
H (-1.8450, -5.2159, -0.8335)
H (-1.2245, -3.7092, -0.1894)
H (-0.7544, -2.9894, -2.6148)
H (-1.1678, -4.6290, -3.0906)
H (1.1808, -4.8052, -2.8386)
H (0.6227, -5.3242, -1.2371)
H (3.4559, -3.4806, -3.4346)
H (3.6462, -2.2829, -5.5971)
H (2.1208, -0.4056, -6.1008)
H (0.4597, 0.3240, -4.4445)
H (0.2915, -0.8396, -2.2547)
H (-0.9976, -2.0253, 1.1213)
H (-1.0489, -2.7912, 3.4811)
H (-3.2134, -3.1444, 4.6207)
H (-5.3302, -2.8125, 3.3945)
H (-5.2815, -2.1389, 1.0019)
N (2.3312, 0.7205, 2.0322)
P (2.3926, -0.3250, 0.6903)
C (3.1482, 0.7341, -0.5935)
C (4.5229, 0.9696, -0.6048)
C (5.0494, 1.8896, -1.4979)
C (4.2156, 2.5898, -2.3594)
C (2.8467, 2.3600, -2.3490)
C (2.3141, 1.4287, -1.4721)
C (3.6317, -1.5377, 1.1214)
C (4.3885, -2.1138, 0.0948)
C (5.4357, -2.9563, 0.4155)
C (5.7039, -3.2533, 1.7483)
C (4.9137, -2.7260, 2.7627)
C (3.8683, -1.8723, 2.4555)
P (1.1259, 1.8709, 1.6265)
C (1.9445, 3.4449, 1.9806)
C (2.2292, 3.7365, 3.3180)
C (2.9568, 4.8748, 3.6166)
C (3.3974, 5.7126, 2.5973)
C (3.1156, 5.4157, 1.2711)
C (2.3848, 4.2806, 0.9570)
C (-0.1035, 1.6866, 2.9561)
C (-0.3299, 0.4461, 3.5526)
C (-1.1882, 0.3660, 4.6395)
C (-1.8551, 1.4964, 5.0899)
C (-1.6799, 2.7174, 4.4537)
C (-0.8133, 2.8119, 3.3788)
H (3.2085, 1.0498, 2.4309)
H (5.1734, 0.4393, 0.0774)
H (6.1181, 2.0540, -1.5232)
H (4.6357, 3.3091, -3.0494)
H (2.2064, 2.8969, -3.0370)
H (1.2506, 1.2106, -1.4800)
H (4.1886, -1.8533, -0.9379)
H (6.0496, -3.3798, -0.3676)
H (6.5339, -3.9010, 1.9966)
H (5.1136, -2.9874, 3.7926)
H (3.2537, -1.4503, 3.2415)
H (1.8833, 3.0832, 4.1086)
H (3.1878, 5.1036, 4.6481)
H (3.9681, 6.5987, 2.8400)
H (3.4708, 6.0620, 0.4803)
H (2.1594, 4.0464, -0.0770)
H (0.2296, -0.4254, 3.2246)
H (-1.3242, -0.5698, 5.1606)
H (-2.5054, 1.4317, 5.9517)
H (-2.1977, 3.5952, 4.8152)
H (-0.6520, 3.7654, 2.8902)
C (-1.8556, 3.9431, -0.5766)
C (-1.0034, 2.8731, -0.4115)
N (-1.4379, 1.6709, 0.0008)
C (-2.7421, 1.4906, 0.1757)
C (-3.6866, 2.4797, -0.0933)
C (-3.2205, 3.7479, -0.4138)
C (-5.1327, 2.1738, -0.0481)
C (-5.8205, 1.4378, -0.9334)
C (-5.3164, 0.8177, -2.1763)
C (-6.1973, 0.1199, -3.0077)
C (-5.6732, -0.4139, -4.1769)
N (-4.3859, -0.3147, -4.4741)
C (-3.6137, 0.3496, -3.6326)
N (-4.0316, 0.9240, -2.5171)
H (-1.4564, 4.9090, -0.8520)
H (0.0589, 2.9843, -0.5932)
H (-3.0682, 0.5331, 0.5586)
H (-3.9183, 4.5631, -0.5536)
H (-5.6803, 2.6251, 0.7721)
H (-6.8807, 1.2920, -0.7693)
H (-7.2433, 0.0194, -2.7534)
H (-6.2963, -0.9299, -4.8982)
H (-2.5574, 0.4260, -3.8636)

Output
<S²>	1.090
E_tot	-3914.7294	a.u.
spin multiplicity	2
total charge	+3

Results of the Löwdin charge analysis, in e, for atoms 1 through 6: 1.01, -0.60, 1.04, -0.26, -0.22, -0.21